The following is a quantum chemistry calculation of the molecule C12H12N2O4S in a non-equilibrium geometry, from the Open Molecules 2025 dataset.

```
31
Properties=species:S:1:pos:R:3
C 1.27 2.95 1.11
S 1.56 1.18 1.05
O 0.98 0.56 2.20
O 2.93 0.90 0.75
N 0.68 0.82 -0.36
N -0.64 1.10 -0.22
C -1.36 0.26 -0.88
C -2.78 0.33 -0.97
C -3.66 -0.51 -1.63
C -4.95 0.01 -1.38
C -4.76 1.12 -0.60
O -3.47 1.31 -0.35
C -0.54 -0.81 -1.57
C 0.89 -0.45 -1.10
C 1.51 -1.48 -0.23
C 1.06 -2.11 0.89
C 2.11 -2.96 1.31
C 3.12 -2.78 0.41
O 2.76 -1.89 -0.53
H 1.78 3.40 0.26
H 1.67 3.33 2.04
H 0.20 3.09 1.05
H -3.42 -1.38 -2.20
H -5.88 -0.38 -1.73
H -5.46 1.82 -0.18
H -0.64 -0.74 -2.65
H -0.83 -1.81 -1.25
H 1.57 -0.23 -1.93
H 0.11 -1.97 1.37
H 2.11 -3.60 2.17
H 4.10 -3.21 0.34
```

Output
highest occupied orbital energy	-8.15	eV
SMILES	CS(=O)(=O)N1N=C(c2ccco2)C[C@@H]1c1ccco1
energy relative to the best compared isomer or geometry (same formula, charge and spin)	0.000	eV
E_tot	-1273.0484	Eh
HOMO-LUMO gap	0.318	Ha

=====

The following is a quantum chemistry calculation of the molecule C12H12N2O5 in a non-equilibrium geometry, from the Open Molecules 2025 dataset.

```
31
Properties=species:S:1:pos:R:3
C 1.05 3.62 2.90
C 1.39 2.20 2.41
O 1.10 1.29 3.19
O 1.98 2.08 1.21
N 2.36 0.74 0.83
C 3.72 0.27 1.25
C 1.56 0.06 0.02
C 1.77 -1.38 -0.39
C 0.79 -2.18 -1.12
O 1.19 -3.25 -1.58
C -0.65 -1.80 -1.29
C -1.39 -1.12 -0.28
C -2.74 -0.72 -0.50
C -3.34 -0.87 -1.77
N -4.63 -0.33 -2.02
O -5.23 0.20 -1.11
O -5.12 -0.38 -3.17
C -2.69 -1.64 -2.73
C -1.36 -2.10 -2.46
H 1.36 4.36 2.18
H -0.02 3.76 3.01
H 1.51 3.84 3.86
H 3.63 -0.54 1.99
H 4.26 -0.10 0.38
H 4.32 1.04 1.69
H 0.71 0.64 -0.39
H 2.64 -1.95 -0.17
H -0.93 -0.91 0.65
H -3.25 -0.27 0.31
H -3.13 -1.90 -3.69
H -0.86 -2.67 -3.22
```

Output
highest occupied orbital energy	-8.63	eV
SMILES	CC(=O)ON(C)/C=C/C(=O)c1ccc([N+](=O)[O-])cc1
energy relative to the best compared isomer or geometry (same formula, charge and spin)	4.199	eV
E_tot	-949.9862	Eh
HOMO-LUMO gap	0.282	Ha

=====

The following is a quantum chemistry calculation of the ion C12H12NO2 with charge -1 in a non-equilibrium geometry, from the Open Molecules 2025 dataset.

```
27
Properties=species:S:1:pos:R:3
C -2.07 0.16 -0.81
C 1.25 3.69 0.10
C 0.04 3.62 -0.58
C 1.65 2.63 0.90
C -0.51 2.42 -0.81
C 1.04 1.40 0.69
C -0.15 1.35 -0.05
C -4.30 -0.06 0.12
C -1.40 -2.11 0.94
C 0.12 -1.86 -0.95
C -0.38 -1.15 0.27
C -0.96 0.16 -0.16
N -3.20 0.04 -1.19
O -4.48 -1.22 0.38
O -4.73 1.03 0.40
H 1.90 4.49 0.12
H -0.40 4.38 -1.11
H 2.52 2.72 1.47
H -1.44 2.41 -1.40
H 1.53 0.48 1.14
H -0.93 -3.09 1.11
H -1.80 -1.74 1.93
H -2.18 -2.26 0.21
H 0.67 -1.27 -1.62
H -0.75 -2.28 -1.45
H 0.67 -2.74 -0.58
H 0.39 -1.01 0.96
```

Output
spin multiplicity	3
expectation value of S²	2.019
total charge	-1
highest occupied orbital energy (spin up / spin down)	-0.47 / -5.38	eV
energy relative to the best compared isomer or geometry (same formula, charge and spin)	0.000	eV
E_tot	-669.5977	Eh
HOMO-LUMO gap (spin up / spin down)	0.145 / 0.257	Ha

=====

The following is a quantum chemistry calculation of a structure of composition C12H12NO4SbSe4SiW, from the Open Molecules 2025 dataset.

```
36
Properties=species:S:1:pos:R:3
W -1.03 0.80 0.36
O 0.52 0.71 4.20
C -0.12 0.51 3.20
O -0.01 1.17 2.07
C -1.13 -0.59 3.10
C -1.49 -1.48 4.08
C -2.40 -2.48 3.76
C -2.89 -2.58 2.46
C -2.47 -1.64 1.54
N -1.65 -0.67 1.88
C -2.81 -1.62 0.08
O -3.50 -2.46 -0.43
O -2.20 -0.63 -0.54
H -1.04 -1.38 5.06
H -2.70 -3.20 4.51
H -3.57 -3.36 2.15
Se -3.34 5.45 -0.97
Sb -2.18 3.40 -0.76
Se -3.13 1.84 1.15
Se -1.66 1.51 -2.23
Se 0.12 3.12 0.18
C 3.18 1.87 -1.79
Si 2.45 0.23 -2.22
C 3.70 -1.14 -2.11
C 1.58 0.25 -3.85
C 1.19 -0.20 -0.89
C 0.43 -0.57 0.00
H 4.00 2.10 -2.48
H 3.59 1.88 -0.78
H 2.44 2.67 -1.86
H 4.47 -1.01 -2.87
H 3.22 -2.11 -2.27
H 4.18 -1.16 -1.13
H 2.32 0.36 -4.65
H 0.88 1.08 -3.92
H 1.03 -0.68 -4.02
```

Output
highest occupied orbital energy	-8.38	eV
energy relative to the best compared isomer or geometry (same formula, charge and spin)	0.362	eV
E_tot	-11022.8222	Eh
HOMO-LUMO gap	0.209	Ha

=====

The following is a quantum chemistry calculation of a structure of composition C12H13BeF7N3O4S3Si in a non-equilibrium geometry, from the Open Molecules 2025 dataset.

```
44
Properties=species:S:1:pos:R:3
Be 0.91 -0.36 -0.35
F 2.93 2.23 1.76
C 4.00 1.62 1.27
F 4.83 1.33 2.27
F 4.62 2.43 0.42
S 3.51 0.08 0.39
O 2.35 0.56 -0.39
O 4.67 -0.32 -0.33
N 3.16 -0.92 1.56
S 1.69 -1.27 2.01
O 1.38 -2.65 2.12
O 0.69 -0.37 1.40
C 1.74 -0.69 3.76
F 0.50 -0.61 4.22
F 2.43 -1.56 4.49
F 2.31 0.50 3.86
C -2.79 -1.28 0.64
Si -1.81 -1.25 -0.97
C -2.94 -1.08 -2.47
C -1.21 -3.02 -1.09
N -0.60 0.03 -0.99
C -1.08 1.34 -0.99
C -2.43 1.72 -0.81
C -2.86 3.04 -0.79
C -1.97 4.08 -0.96
C -0.64 3.76 -1.18
C -0.24 2.44 -1.21
F 1.06 2.22 -1.52
H -3.45 -2.15 0.66
H -3.38 -0.39 0.85
H -2.07 -1.38 1.46
H -3.61 -1.95 -2.52
H -2.32 -1.09 -3.37
H -3.55 -0.18 -2.49
H -2.11 -3.64 -1.13
H -0.62 -3.32 -0.23
H -0.62 -3.21 -1.99
H -3.17 0.95 -0.68
H -3.92 3.24 -0.65
H -2.29 5.12 -0.93
H 0.11 4.52 -1.36
S 3.09 -3.96 -1.70
C 2.19 -2.72 -1.21
N 1.51 -1.84 -0.84
```

Output
total charge	-1
highest occupied orbital energy	-4.95	eV
E_tot	-3128.4574	Eh
HOMO-LUMO gap	0.284	Ha

=====

The following is a quantum chemistry calculation of a structure of composition C12H13Br4N2O4S in a non-equilibrium geometry, from the Open Molecules 2025 dataset.

```
36
Properties=species:S:1:pos:R:3
O -0.53 3.77 2.02
C 0.13 2.66 1.70
O 1.62 2.70 1.59
C -0.62 1.21 1.36
C 0.22 0.18 0.39
C -0.47 -1.29 0.00
C 0.47 -2.25 -0.99
O 0.52 -1.77 -2.38
O 1.81 -1.59 -2.62
C -1.94 -1.73 0.59
N -2.64 -3.07 0.30
S -4.11 -2.89 1.28
N -4.06 -1.28 2.04
C -2.72 -0.66 1.58
C -2.12 0.83 1.98
H 1.30 0.44 -0.03
H 0.06 -3.34 -0.86
H 1.57 -2.17 -0.55
H 2.01 -0.65 -2.29
H -2.73 1.58 2.67
Br -1.44 -5.40 -2.56
C -0.49 -4.66 -4.09
C -0.54 -5.60 -5.28
Br 0.70 -7.09 -5.05
H 0.53 -4.44 -3.76
H -1.01 -3.72 -4.32
H -0.21 -5.09 -6.19
H -1.53 -6.03 -5.44
Br 1.17 4.77 2.37
C 1.39 6.04 3.83
C 2.49 7.03 3.54
Br 4.25 6.23 3.79
H 1.56 5.46 4.74
H 0.43 6.55 3.91
H 2.46 7.87 4.24
H 2.46 7.42 2.52
```

Output
total charge	-1
highest occupied orbital energy	-3.15	eV
E_tot	-11569.2023	Eh
HOMO-LUMO gap	0.140	Ha

=====

The following is a quantum chemistry calculation of a structure of composition C12H13CdN in a non-equilibrium geometry, from the Open Molecules 2025 dataset.

```
27
Properties=species:S:1:pos:R:3
Cd 0.26 -1.09 -1.55
C -1.45 -0.08 -3.57
H -0.58 0.00 -4.24
H -2.05 -0.97 -3.62
H -1.78 0.79 -3.04
H -2.85 0.84 -4.96
H -3.38 1.22 -5.31
C 2.41 2.67 -0.07
C 2.25 2.57 1.30
C 1.53 1.49 1.83
C 1.00 0.53 0.95
N 1.20 0.64 -0.38
C 1.87 1.71 -0.90
C 0.20 -0.65 1.42
C -0.08 -0.90 2.80
C -0.84 -2.01 3.16
C -1.32 -2.91 2.21
C -1.03 -2.67 0.83
C -0.28 -1.55 0.46
H 2.97 3.52 -0.53
H 2.66 3.31 1.98
H 1.38 1.36 2.90
H 1.97 1.74 -2.00
H 0.31 -0.20 3.55
H -1.06 -2.18 4.22
H -1.91 -3.78 2.49
H -1.39 -3.39 0.06
```

Output
highest occupied orbital energy (spin up / spin down)	-6.81 / -6.81	eV
energy relative to the best compared isomer or geometry (same formula, charge and spin)	1.976	eV
E_tot	-687.4080	Eh
HOMO-LUMO gap (spin up / spin down)	0.239 / 0.239	Ha